[1]
A structure of composition C12H14BF3MgN6O2 in a non-equilibrium geometry. Source: the OMol25 dataset; level of theory: ωB97M-V/def2-TZVPD.

Structure (XYZ):
```
39
Properties=species:S:1:pos:R:3:nbo_charge:R:1
H -0.29661 -0.72800 3.30136 0.225
N 0.33985 -0.83639 1.29196 -0.330
B 1.52786 -1.40119 -0.83458 0.563
N 1.16265 -1.71682 0.62743 -0.342
C 1.57151 -2.70205 1.45400 -0.005
Mg 0.06706 1.84242 0.82986 1.718
H 2.22445 -3.47922 1.09116 0.219
C 1.00225 -2.45711 2.70737 -0.369
H 1.11656 -3.02685 3.60177 0.224
C 0.25008 -1.27121 2.55116 -0.045
H 2.34997 -2.16119 -1.25456 -0.041
C -0.96371 2.95825 -0.79303 -0.646
H -1.59418 3.49954 -0.06091 0.198
H -1.61227 2.60129 -1.59925 0.236
H -0.19775 3.62262 -1.19972 0.188
N 2.05163 0.09139 -0.77878 -0.256
N 0.27671 -1.39191 -1.71865 -0.350
N 1.36914 1.14491 -0.16575 -0.508
N -0.62565 -0.39916 -1.48065 -0.295
C 3.25891 0.51472 -1.19449 0.035
C -0.15802 -2.22541 -2.69057 -0.036
H 3.94409 -0.21490 -1.63746 0.242
H 0.44857 -3.06207 -3.00312 0.212
C 3.37163 1.87053 -0.90411 -0.344
C -1.40506 -1.75348 -3.10785 -0.364
C 2.18948 2.24298 -0.28118 -0.095
C -1.65405 -0.60951 -2.30929 -0.055
H 4.24281 2.47920 -1.11226 0.238
H -2.03664 -2.16563 -3.86515 0.219
H 1.87797 3.23572 0.06130 0.202
H -2.52087 0.02785 -2.30005 0.208
H 0.83174 1.48062 2.39879 -0.035
F -4.74321 0.82950 1.17680 -0.318
C -3.75579 0.39488 1.99905 0.892
F -3.94488 0.95459 3.21995 -0.315
F -3.89976 -0.95332 2.14523 -0.317
C -2.36628 0.79501 1.39379 0.685
O -2.19397 0.83066 0.15566 -0.642
O -1.50619 1.13873 2.28476 -0.795
```

As for the spin multiplicity: 1. As for the total energy: -1469.137786 Eh. The LUMO energy (spin up / spin down) comes out at -0.1171 / -0.0992 Ha.

=====

[2]
An isolated molecule of C21H26N2O4S. Source: the OMol25 dataset; level of theory: ωB97M-V/def2-TZVPD.

Structure (XYZ):
```
54
Properties=species:S:1:pos:R:3:nbo_charge:R:1
C -4.27993 -3.21227 -2.59685 -0.414
N -3.39552 -2.80972 -1.53055 -0.603
C -2.78744 -1.59614 -1.53100 0.314
S -2.97291 -0.56846 -2.82397 -0.308
N -2.00591 -1.27719 -0.47274 -0.426
C -1.81928 -2.20660 0.62553 -0.208
C -0.64697 -1.81078 1.51947 -0.451
C -0.81969 -0.39400 1.96826 0.068
C -0.57864 0.02051 3.27304 -0.317
C -0.75200 1.34319 3.63934 0.257
O -0.53665 1.84729 4.88554 -0.482
C -0.07801 0.97575 5.88740 -0.250
C -1.19411 2.27703 2.67405 0.330
O -1.34656 3.55390 3.12157 -0.494
C -1.77927 4.53217 2.21003 -0.251
C -1.44091 1.85077 1.38190 -0.293
C -1.25205 0.51879 1.02521 -0.069
C -1.47838 0.07673 -0.39160 -0.077
C -0.19902 0.24541 -1.23937 -0.077
O 0.87959 -0.43385 -0.64026 -0.540
C 2.10002 -0.37267 -1.24989 0.360
C 3.14734 -1.01406 -0.58413 -0.262
C 4.41564 -1.01966 -1.11424 -0.225
C 4.68125 -0.38301 -2.32850 0.274
O 5.97421 -0.44790 -2.76670 -0.497
C 6.29676 0.17473 -3.98482 -0.251
C 3.64326 0.25552 -2.98960 -0.279
C 2.36216 0.26104 -2.45467 -0.307
H -4.37320 -4.29659 -2.58553 0.198
H -3.85194 -2.89036 -3.54478 0.238
H -5.27168 -2.75936 -2.50027 0.195
H -3.55489 -3.26244 -0.64450 0.390
H -2.73397 -2.24388 1.23912 0.184
H -1.62760 -3.20340 0.21289 0.207
H 0.27866 -1.89372 0.94809 0.244
H -0.59820 -2.49337 2.36895 0.216
H -0.24518 -0.70907 3.99415 0.216
H -0.79936 0.17643 6.08954 0.173
H 0.03631 1.58908 6.77976 0.201
H 0.88948 0.53368 5.62645 0.175
H -1.07485 4.65061 1.37987 0.175
H -1.82551 5.46059 2.77700 0.201
H -2.77330 4.30242 1.81175 0.175
H -1.78209 2.54506 0.63038 0.219
H -2.22223 0.73199 -0.86678 0.255
H -0.39702 -0.14632 -2.24461 0.210
H 0.02220 1.31875 -1.31106 0.177
H 2.94159 -1.50187 0.35579 0.218
H 5.22763 -1.51313 -0.60449 0.222
H 5.73757 -0.25954 -4.82033 0.174
H 6.11287 1.25374 -3.94736 0.174
H 7.36074 -0.00279 -4.13439 0.199
H 3.80613 0.75869 -3.92956 0.217
H 1.58054 0.76481 -3.00040 0.224
```

As for the spin multiplicity: 1. As for the total energy: -1624.446969 Eh. As for the energy above the lowest of the compared OMol25 structures with the same formula, charge and spin: 164.8 kJ/mol. As for the SMILES: CNC(=S)N1CCc2cc(OC)c(OC)cc2[C@H]1COc1ccc(OC)cc1. The LUMO energy comes out at 0.0231 Ha.

=====

[3]
The ion C11H16N with charge +1 in a non-equilibrium geometry. Source: the OMol25 dataset; level of theory: ωB97M-V/def2-TZVPD.

Structure (XYZ):
```
28
Properties=species:S:1:pos:R:3:nbo_charge:R:1
C 0.94088 -1.93911 -2.88390 -0.183
C 1.89680 -1.03917 -2.50960 -0.176
C -0.30956 -1.97607 -2.33639 -0.190
C 1.53604 0.01591 -1.67757 -0.171
C -0.60999 -0.93601 -1.47324 -0.198
C 0.32667 0.05084 -1.06725 -0.165
C 0.00865 1.06017 -0.08998 0.220
C -0.64813 0.16509 1.72800 0.247
C 0.57274 2.34184 0.16629 -0.692
C -0.42426 0.99085 3.01003 -0.684
C -0.54850 -1.32302 1.78102 -0.685
N -1.37861 0.81631 0.61289 -0.581
H 1.06458 -2.87124 -3.43484 0.233
H 2.81587 -0.92719 -2.96936 0.231
H -0.96524 -2.69454 -2.76893 0.240
H 2.38545 0.67485 -1.39871 0.230
H -1.77561 -0.83768 -1.17779 0.175
H 1.65685 2.46080 0.45171 0.267
H -0.15836 2.83862 0.81027 0.228
H 0.52142 2.93050 -0.85885 0.256
H 0.61073 1.37386 2.93461 0.262
H -0.77821 0.29627 3.83041 0.266
H -0.99976 1.98050 3.02930 0.228
H -1.57593 -1.59901 2.27058 0.240
H 0.28407 -1.85565 2.32561 0.279
H -0.71538 -1.75974 0.85095 0.244
H -1.94560 1.61601 0.88181 0.437
H -1.78760 0.14601 -0.03706 0.445
```

As for the spin multiplicity: 1. As for the total energy: -483.106782 Eh. As for the energy above the lowest of the compared OMol25 structures with the same formula, charge and spin: 328.0 kJ/mol. The LUMO energy (spin up / spin down) comes out at -0.1416 / -0.1418 Ha. As for the net charge: +1.

=====

[4]
A structure of composition C18H20N4O10PRu. Source: the OMol25 dataset; level of theory: ωB97M-V/def2-TZVPD.

Structure (XYZ):
```
54
Properties=species:S:1:pos:R:3:nbo_charge:R:1
Ru 0.09640 -0.13734 -0.85839 1.390
O 4.04628 4.28867 -3.05117 -0.624
C 3.30249 3.24553 -2.67174 0.363
C 2.09599 2.89519 -3.24860 -0.267
C 1.40102 1.80559 -2.75190 0.154
N 1.85142 1.05290 -1.74565 -0.515
C 3.03975 1.38138 -1.22598 0.053
C 3.79826 2.45398 -1.62813 -0.227
C 3.62593 0.50636 -0.17842 0.797
O 4.56201 0.75997 0.51471 -0.538
O 3.04151 -0.75360 -0.14896 -0.779
C 0.05303 1.42164 -3.37911 0.740
O -0.30335 2.05499 -4.34852 -0.591
O -0.53021 0.42562 -2.81457 -0.767
H 3.62691 4.76996 -3.77608 0.502
H 1.65210 3.43588 -4.07575 0.271
H 4.75167 2.67317 -1.17013 0.261
C 5.33961 -2.21710 0.36857 -1.013
P 3.64874 -1.89435 0.82035 1.927
C 2.65566 -3.31934 0.43984 -1.006
C 3.51894 -1.40935 2.52413 -1.018
H 5.67360 -3.10786 0.90595 0.278
H 5.97259 -1.37292 0.62962 0.294
H 5.39795 -2.41392 -0.70250 0.279
H 2.64467 -3.98887 1.30070 0.274
H 3.07423 -3.84174 -0.41940 0.278
H 1.64047 -2.99194 0.22592 0.296
H 3.70731 -2.28438 3.14925 0.275
H 2.50538 -1.04795 2.70133 0.298
H 4.24819 -0.63356 2.74469 0.292
O -1.95752 -1.01176 -0.44902 -0.740
C -2.39627 0.13127 -0.13632 0.759
O -1.59453 1.09632 0.06501 -0.767
C -3.86246 0.34194 0.03225 -0.102
C -4.34980 1.61157 0.32282 -0.173
C -5.71049 1.81048 0.48707 -0.199
C -6.54864 0.71884 0.36009 0.044
C -6.09340 -0.55305 0.06474 -0.201
C -4.73181 -0.73587 -0.10468 -0.173
N -8.00586 0.92073 0.54815 0.529
O -8.71474 -0.06243 0.50565 -0.363
O -8.39299 2.05503 0.73177 -0.360
H -3.65699 2.43686 0.40897 0.240
H -6.12594 2.78268 0.70467 0.259
H -6.79789 -1.36533 -0.02949 0.258
H -4.33075 -1.70795 -0.35504 0.240
N -0.80840 -2.44892 2.48413 -0.804
C -0.44537 -1.20872 2.08630 0.818
N -1.05455 -0.15635 2.65193 -0.800
O 0.50208 -1.05589 1.27171 -0.805
H -1.66624 -2.58555 2.99183 0.407
H -0.52751 -3.20524 1.88418 0.410
H -1.89512 -0.28517 3.19049 0.405
H -0.97340 0.71987 2.15276 0.441
```

As for the spin multiplicity: 5. As for the total energy: -2105.390677 Eh. As for the energy above the lowest of the compared OMol25 structures with the same formula, charge and spin: 0.0 kJ/mol. The LUMO energy (spin up / spin down) comes out at -0.1321 / -0.1343 Ha. As for the net charge: +1.

=====

[5]
The ion C4H13N2 with charge +1 in a non-equilibrium geometry. Source: the OMol25 dataset; level of theory: ωB97M-V/def2-TZVPD.

Structure (XYZ):
```
19
Properties=species:S:1:pos:R:3:nbo_charge:R:1
C -1.82679 0.30192 1.35094 -0.689
C -1.67615 0.77535 -0.04291 -0.212
N -0.44139 0.18880 -0.70966 -0.517
C 0.89096 0.75110 -0.30481 -0.229
C 1.91146 -0.43833 -0.61657 -0.237
N 1.46923 -1.69112 -0.12567 -0.874
H -1.11679 -0.44391 1.72504 0.238
H -1.67836 1.10893 2.07855 0.245
H -2.81991 -0.00375 1.68747 0.264
H -2.49601 0.47528 -0.70320 0.228
H -1.58395 1.85510 -0.12757 0.228
H -0.55968 0.16097 -1.72402 0.429
H -0.41202 -0.82373 -0.49758 0.450
H 0.86561 0.98669 0.75110 0.224
H 1.11175 1.63475 -0.89523 0.232
H 2.80611 -0.06892 -0.09581 0.218
H 2.04353 -0.33219 -1.69220 0.207
H 1.99148 -1.96447 0.70129 0.398
H 1.52091 -2.47249 -0.75914 0.397
```

As for the spin multiplicity: 1. As for the total energy: -269.462365 Eh. As for the energy above the lowest of the compared OMol25 structures with the same formula, charge and spin: 100.6 kJ/mol. As for the SMILES: CC[NH2+]CCN. The LUMO energy comes out at -0.1101 Ha. As for the net charge: +1.

=====

Which value of spin multiplicity does entry 1 give?
1